Entry from the Open Molecules 2025 dataset: a 8-piece molecular cluster, C63H73N10O9 overall at a distorted geometry (ωB97M-V with the def2-TZVPD basis set).

Positions of all 155 atoms, in Å:
C  14.9308  19.7810  29.3231
C  12.8574  11.9250  12.5446
C  19.5403  24.7254  16.1816
C  18.5456  9.5981  20.4475
C  15.8430  19.6885  25.7376
N  14.9998  18.7979  25.1833
C  15.0077  11.9229  11.3638
H  8.8564  22.2016  21.7704
H  10.2128  17.2512  21.8959
H  2.7273  25.1547  22.5904
O  13.8129  18.8053  21.3670
C  21.1724  10.1422  17.7632
C  18.3271  21.7336  19.0295
H  23.6572  10.0703  16.9993
C  12.3432  15.3448  21.6229
C  17.3339  9.4951  22.5658
C  19.4921  27.5027  13.7207
H  10.3852  20.3557  21.5885
C  17.8686  23.8025  17.6503
H  21.2894  28.5666  11.7740
C  11.4125  13.6503  18.2323
H  20.5314  21.7964  17.6400
N  18.7280  22.8500  18.0467
H  17.4001  21.2440  18.6922
C  4.4070  23.2609  22.2578
H  15.2597  10.1345  20.0141
H  8.5619  12.3719  17.2658
H  18.7804  27.9335  13.0101
C  21.6691  27.4033  14.5421
H  6.2009  19.6805  23.9608
C  8.0072  18.7409  23.3782
H  11.7916  14.2937  19.1210
C  10.3078  17.9543  22.7028
H  5.1482  24.5885  25.1861
C  21.1599  29.0619  12.7498
H  17.3009  9.9335  18.6995
H  14.2275  9.4675  21.9460
H  14.5039  12.4537  15.9388
C  7.1352  19.7825  23.4560
C  20.9341  8.7275  20.1646
N  4.3145  23.9738  23.3730
C  6.1798  22.9077  24.2723
C  19.0475  26.4562  14.4670
O  12.3948  15.9832  22.7431
C  14.2141  18.0495  25.9472
H  8.6046  12.8495  19.5815
N  14.1872  11.9462  12.6451
C  8.5569  21.2928  22.3040
C  12.6288  12.2137  14.9319
H  7.9333  17.7478  23.8078
H  18.2747  22.2068  20.0269
C  14.0154  12.2041  15.0397
C  15.0101  18.6512  23.6898
C  16.1819  9.8761  20.5263
C  10.3418  12.2524  16.1349
C  18.5059  9.3873  21.8443
C  21.3419  26.2862  15.3191
C  15.2077  18.8639  30.3244
C  22.0463  8.6628  19.3789
C  23.3835  9.1125  17.4504
H  19.4048  9.3155  22.4252
C  20.3220  23.5946  16.4347
H  19.1450  10.7169  18.1446
H  12.3770  11.8550  11.5197
C  9.6070  12.6388  17.2207
H  16.8890  23.8798  18.1152
H  17.4457  21.3715  32.8017
H  14.8201  12.9025  10.9037
C  14.7419  12.1678  13.8583
H  17.3394  9.3618  23.6348
H  20.3831  29.7686  12.6592
H  17.9989  26.1793  14.5363
H  3.5733  23.4036  21.5364
H  15.9325  21.8988  33.5064
H  22.0787  26.0290  16.0612
H  19.1176  20.9943  19.1268
C  11.7220  12.5135  16.0872
H  11.1737  18.5550  22.5080
H  17.9950  13.2553  17.7082
H  24.2460  8.7756  18.0447
H  20.8089  8.1874  21.1034
C  13.3107  20.0867  21.4803
H  11.0202  11.8750  13.5287
C  3.2466  24.9384  23.5029
C  14.8844  19.3591  27.8919
C  14.9594  9.9593  22.5798
N  9.2091  18.9721  22.7198
C  20.0413  25.7964  15.2898
N  22.1862  9.3767  18.2789
C  12.0584  12.0896  13.6360
H  13.1948  18.2194  20.9720
H  21.4424  10.8017  16.9189
H  17.5238  25.5520  16.5052
H  22.9279  8.0361  19.5379
C  12.1939  13.2684  17.1625
C  16.6814  12.0775  17.1117
H  15.9988  18.4928  23.3019
H  15.8432  18.6108  32.2781
H  2.5681  24.4853  24.2270
H  14.6512  19.5732  23.2637
H  6.8817  22.7857  25.1099
C  18.2590  24.7902  16.7508
C  14.9782  21.1609  29.6153
H  10.3076  17.4483  23.6772
O  15.9418  11.1393  17.3683
C  9.2668  13.7055  19.3344
C  15.8420  20.0063  27.1011
C  6.3861  22.1731  23.1199
H  13.3733  17.8236  27.8909
C  5.4701  22.3686  22.0631
O  12.0405  15.8174  20.5431
H  14.6003  11.1147  10.7567
O  17.6522  12.4262  18.1174
C  14.0836  18.3386  27.3116
C  5.1932  23.8770  24.3539
H  14.7927  21.8961  28.8586
C  9.4398  20.1979  22.1584
O  12.6294  14.0014  21.6017
H  13.5564  17.3832  25.4411
H  16.4735  20.7278  27.5062
H  21.2323  23.5402  15.8719
H  13.1952  13.6347  17.1607
H  5.4157  21.8025  21.1318
N  10.1226  13.2382  18.2541
C  19.8799  9.5606  19.7148
C  7.4053  21.0834  22.9756
C  20.0397  10.2695  18.5554
H  15.0889  9.5088  23.5526
H  23.2090  8.3364  16.7155
H  15.6286  22.5991  31.0175
O  13.9722  20.8989  22.1362
C  15.4242  21.5645  30.8543
H  15.8050  12.2449  13.8941
C  15.6160  19.3283  31.5177
H  22.0320  29.4703  13.2090
H  14.3429  17.8660  23.4063
N  16.2228  9.7582  21.8688
C  17.3771  9.8637  19.7945
H  9.8667  13.9781  20.2188
N  15.7577  20.6390  31.7902
H  22.6197  27.8772  14.5842
H  16.4616  20.2025  33.7190
H  8.6638  14.5881  19.0476
H  14.7082  11.0255  22.6859
H  15.0997  17.7981  30.1540
H  16.5533  20.0961  25.0554
H  12.6882  13.7381  22.5452
O  12.1741  20.2441  21.0057
H  16.0526  11.7850  11.4876
C  16.4420  21.0851  33.0132
C  19.8882  22.6666  17.3502
H  3.5462  25.8991  23.9491
O  16.7365  12.8652  16.1062
N  20.7663  27.9591  13.7030
H  9.7886  11.7150  15.3996

Its max |F| is 3.40 eV/Å. Its energy is -99774.6810 eV. Its total charge is +7. The HOMO-LUMO gap is 5.40 eV.

Atomic partial charges in e from the Löwdin method, atoms 1 to 5:
1. C -0.1168
2. C -0.0177
3. C -0.1194
4. C -0.0921
5. C 0.0417